1.
Here is the molecule C19H22Cl2N4O from the OMol25 dataset. Energies are from ωB97M-V/def2-TZVPD.

As for the total charge: 0. The total energy comes out at -53112.6142 eV. The calculation puts the HOMO-LUMO gap at 0.31051 Ha. Its highest occupied orbital energy is -0.32229 Eh. As for the SMILES: N[C@@H]1CCCC12CCN(C1=NC(=O)[C@H](c3cccc(Cl)c3Cl)C=N1)CC2.

Cartesian coordinates (Å):
Cl: 6.6498 -1.1375 -0.6273
Cl: 3.6011 -0.4464 -0.1915
O: 2.9106 3.2189 0.5413
N: 1.1387 1.7981 0.4699
N: -0.5300 0.2713 0.2535
N: 1.0667 -0.0221 1.9727
N: -5.4553 -1.3526 -0.4985
C: 4.8407 0.2835 0.8487
C: 0.5964 0.7179 0.9133
C: 5.4974 1.6692 2.6877
C: -2.3904 0.7418 -1.3770
C: 2.3212 2.2504 1.0226
C: -3.5632 -1.7308 -3.1046
C: 2.9712 1.5162 2.1837
C: 2.1529 0.3457 2.6032
C: 4.4475 1.1640 1.8953
C: -1.2566 -0.9068 0.7441
C: -4.6000 -0.4884 -1.2850
C: 6.8252 1.3336 2.4979
C: 6.1933 -0.0520 0.6265
C: -4.7344 -0.8657 -2.7603
C: -3.1003 -0.5765 -0.9464
C: 7.1848 0.4470 1.4781
C: -2.7745 -0.8337 0.5345
C: -0.8697 0.7670 -1.1021
C: -2.6669 -1.6755 -1.9160
H: -0.8766 -1.7976 0.2013
H: -4.6132 0.0268 -3.3266
H: 2.8965 2.1699 3.0775
H: -6.4316 -1.0960 -0.5421
H: -5.6891 -1.3284 -3.0390
H: 8.2192 0.1353 1.3034
H: 5.2134 2.3334 3.4926
H: -1.6289 -1.5883 -2.1922
H: -0.5984 1.8059 -1.1559
H: -2.5828 0.9908 -2.4399
H: 2.4888 -0.2260 3.4717
H: -0.3225 0.1826 -1.8484
H: -1.0442 -1.1018 1.7912
H: -3.2088 -0.0522 1.1516
H: -5.3168 -2.3122 -0.7944
H: -3.0264 -1.2420 -3.9584
H: -2.8290 1.4941 -0.7973
H: -4.9371 0.5715 -1.1568
H: -2.7284 -2.6432 -1.4083
H: 7.5997 1.7673 3.1390
H: -3.8494 -2.7665 -3.3083
H: -3.1906 -1.7600 0.8753

These are the Mulliken partial charges, in e, on atoms 1 to 2:
1 Cl -0.200
2 Cl -0.152

2.
Here is C12H10BrF5Fe as an isolated structure from the OMol25 dataset. Energies are from ωB97M-V/def2-TZVPD.

As for the total charge: -1. The spin multiplicity is 6. The total energy comes out at -130620.9913 eV. The calculation puts the HOMO-LUMO gap (spin up / spin down) at 0.22203 / 0.13046 Ha. Its highest occupied orbital energy (spin up / spin down) is -0.11796 / -0.09955 Eh. The expectation value of S² is 8.799.

Cartesian coordinates (Å):
Br: 0.9453 -2.5407 1.1826
Fe: -0.8988 -1.2921 1.2477
F: 0.7707 2.0425 2.2552
F: 1.3583 0.2017 3.3444
F: 0.1255 1.7386 4.3243
F: -1.6473 1.4149 1.8354
F: -1.7912 0.1991 3.6955
C: -1.4193 -2.2450 -0.9581
C: -2.4166 -1.7765 -0.0021
C: 1.4542 1.7563 -1.0575
C: 2.2870 0.0498 -2.3666
C: -1.8009 -0.0135 -1.3770
C: 2.9192 -0.0467 -1.0947
C: -1.1593 -1.1833 -1.8446
C: 1.4569 1.2152 -2.3792
C: -2.4842 -0.3257 -0.1743
C: -0.9716 0.4678 2.6140
C: 2.3545 0.9746 -0.2748
C: 0.3435 1.0932 3.1438
H: -3.0838 -2.3853 0.5916
H: -1.8823 0.9174 -1.9453
H: -0.7001 -1.2746 -2.8340
H: 0.8375 2.5726 -0.6870
H: 0.9017 1.5949 -3.2223
H: -3.1662 0.3181 0.3655
H: -1.1175 -3.2786 -1.1060
H: 2.5554 1.1037 0.7747
H: 3.6669 -0.7781 -0.8034
H: 2.5627 -0.5204 -3.2479

These are the Mulliken partial charges, in e, on atoms 1 to 2:
1 Br -0.429
2 Fe 0.168

3.
Here is a 2-piece molecular cluster, C2HO4S overall from the OMol25 dataset. Energies are from ωB97M-V/def2-TZVPD.

As for the total charge: -1. The total energy comes out at -21116.3817 eV. The calculation puts the HOMO-LUMO gap at 0.21228 Ha. Its highest occupied orbital energy is -0.09684 Eh.

Cartesian coordinates (Å):
S: 1.9085 -1.5429 -0.4843
O: -0.7725 -1.2026 -0.4289
O: 2.9686 -0.6284 0.0948
O: -3.7477 -0.2062 1.2302
O: -3.6703 -1.0170 -0.8531
C: -3.5620 -0.6146 0.1917
C: 0.3679 -0.8199 -0.1519
H: 0.4732 0.1164 0.2963

These are the Mulliken partial charges, in e, on atoms 1 to 2:
1 S 0.024
2 O -0.596

4.
Here is the molecule C5H12N2S from the OMol25 dataset. Energies are from ωB97M-V/def2-TZVPD.

As for the total charge: 0. The total energy comes out at -19190.3314 eV. The calculation puts the HOMO-LUMO gap at 0.33915 Ha. Its highest occupied orbital energy is -0.31663 Eh. As for the SMILES: N[C@@H]1[C@H](N)[C@@H]1CCS.

Cartesian coordinates (Å):
S: 2.7970 0.8624 -0.1765
N: -0.2478 1.9474 -0.1664
N: -2.2364 0.0481 -0.8372
C: 0.8551 -1.1680 -0.4910
C: -1.5326 -0.3174 0.3535
C: 0.0171 -0.5762 0.5909
C: -0.5273 0.7984 0.7320
C: 2.3113 -0.9505 0.0159
H: 0.1422 -0.9467 1.6925
H: 0.9096 -0.4427 -1.3175
H: 0.5980 -2.1916 -0.5589
H: -3.2006 0.4928 -0.3900
H: -0.2697 1.1608 1.8169
H: -2.4103 -0.7364 -1.3416
H: 2.4076 -1.1640 1.0286
H: 2.7795 -1.5832 -0.8074
H: -2.2607 -0.5736 1.2333
H: -0.5557 1.2116 -1.0274
H: -1.2282 2.6453 -0.3344
H: 1.6517 1.4833 -0.0153

These are the Mulliken partial charges, in e, on atoms 1 to 2:
1 S -0.228
2 N -0.744